The following is a DFT calculation (the ωB97M-V functional and the def2-TZVPD basis) of a cluster of 2 separate species, CH2N2O3S in total.

Last column: Löwdin charge in e.
Atoms and positions in Å:
1 S -0.0292 0.2056 1.7946  0.65
2 N 0.0939 -1.1631 -0.6756  0.09
3 O 1.1670 0.9129 1.4553  -0.25
4 O -1.2818 0.5498 1.2177  -0.25
5 O 0.0292 -0.7259 2.8804  -0.25
6 C -0.0431 -0.2044 -1.4315  -0.39
7 H 0.8249 -1.8927 -0.9760  0.13
8 N -0.1717 0.9350 -1.7730  0.23
9 H -0.5890 1.3827 -2.4920  0.04

Results
* gap between HOMO and LUMO: 10.26 eV
* energy relative to the best compared isomer or geometry (same formula, charge and spin): 28.89 kcal/mol
* charge: 0